No. 1
Entry from the OMol25 dataset: a single C10H14N2 molecule (ωB97M-V/def2-TZVPD).

Element x y z (Å)
1 C 3.977 0.448 0.177
2 C 2.802 1.117 -0.034
3 C 3.931 -0.949 -0.027
4 C 1.588 0.630 -0.431
5 C 1.795 -0.700 -0.480
6 C 0.218 1.121 -0.851
7 C -0.908 0.187 -0.298
8 C -1.000 0.343 1.292
9 C -2.202 0.485 -0.913
10 C -0.791 -2.234 0.037
11 N 2.776 -1.538 -0.251
12 N -0.557 -1.110 -0.790
13 H 4.984 0.793 0.512
14 H 2.776 2.186 0.242
15 H 4.807 -1.573 -0.220
16 H -0.017 2.074 -0.535
17 H 0.269 1.181 -1.971
18 H -1.906 -0.187 1.647
19 H -1.028 1.357 1.624
20 H -0.079 0.046 1.859
21 H -2.866 -0.309 -0.548
22 H -1.989 0.440 -1.917
23 H -2.536 1.529 -0.603
24 H -1.931 -2.333 0.349
25 H -0.397 -3.197 -0.406
26 H -0.366 -2.153 0.965

Relative energy (zero: lowest compared OMol25 entry of this formula, charge and spin) (kJ/mol): 481.9
Multiplicity: 1
Frontier orbital gap (alpha / beta) (eV): 8.97 / 8.02
Highest occupied orbital energy (alpha / beta) (eV): -8.305 / -7.577

---

No. 2
Entry from the OMol25 dataset: 3 unconnected molecules or ions with the total composition C10H14N2O2 (ωB97M-V/def2-TZVPD).

Element x y z (Å)
1 C 0.121 1.374 -0.272
2 C -0.565 0.051 0.024
3 C -2.037 0.398 0.328
4 C -0.519 -0.779 -1.246
5 C 0.118 -0.531 1.198
6 C 0.652 0.104 2.250
7 N 1.010 -0.822 3.230
8 C 0.782 -1.961 2.708
9 N 0.309 -1.849 1.431
10 H -0.484 1.949 -1.044
11 H 1.243 1.279 -0.352
12 H 0.088 2.068 0.526
13 H -2.299 1.292 -0.314
14 H -2.677 -0.504 0.132
15 H -2.296 0.663 1.321
16 H -0.867 -1.825 -1.108
17 H 0.545 -0.853 -1.504
18 H -0.876 -0.293 -2.106
19 H 0.726 1.125 2.463
20 H 1.072 -2.838 3.223
21 H -0.124 -2.636 0.810
22 O -0.964 1.751 -4.258
23 C -1.632 2.413 -3.586
24 O -2.249 2.986 -2.841
25 C 2.886 -0.744 -0.826
26 C 2.717 -0.579 0.359
27 H 2.937 -0.612 -1.910
28 H 2.384 -0.627 1.364

Relative energy (zero: lowest compared OMol25 entry of this formula, charge and spin) (kJ/mol): 143.6
Multiplicity: 1
Frontier orbital gap (eV): 9.08
Highest occupied orbital energy (eV): -8.655

---

No. 3
Entry from the OMol25 dataset: a single C10H14N2OS molecule (ωB97M-V/def2-TZVPD).

Element x y z (Å)
1 H -2.770 -2.156 1.288
2 N -1.822 -1.791 1.322
3 C -1.766 -0.548 1.022
4 C -2.978 0.277 0.578
5 C -3.390 -0.070 -0.852
6 O -0.630 0.122 1.111
7 S 0.271 1.404 -0.003
8 C -0.232 1.681 -1.562
9 N 0.731 2.576 0.840
10 C 1.638 0.252 -0.026
11 C 1.387 -1.067 -0.365
12 C 2.404 -1.998 -0.263
13 C 3.664 -1.604 0.158
14 C 3.912 -0.275 0.461
15 C 2.893 0.662 0.378
16 H -3.810 0.075 1.257
17 H -2.729 1.340 0.651
18 H -2.629 0.250 -1.561
19 H -3.525 -1.145 -0.958
20 H -4.325 0.423 -1.111
21 H -0.961 2.465 -1.669
22 H -0.449 0.774 -2.100
23 H 0.124 3.379 0.860
24 H 0.395 -1.376 -0.654
25 H 2.204 -3.035 -0.489
26 H 4.449 -2.338 0.262
27 H 4.896 0.029 0.783
28 H 3.051 1.694 0.643

Relative energy (zero: lowest compared OMol25 entry of this formula, charge and spin) (kJ/mol): 481.7
Multiplicity: 1
Frontier orbital gap (alpha / beta) (eV): 8.86 / 8.87
Highest occupied orbital energy (alpha / beta) (eV): -8.775 / -8.776

---

No. 4
Entry from the OMol25 dataset: a single C10H14N2S molecule (ωB97M-V/def2-TZVPD).

Element x y z (Å)
1 C 0.180 -2.927 -1.499
2 C 0.448 -1.458 -1.435
3 C 1.331 -0.982 -2.603
4 C -0.899 -0.851 -1.484
5 N -0.859 0.524 -1.070
6 C -0.365 0.903 0.212
7 C -1.018 1.934 0.979
8 C -0.582 2.101 2.316
9 N -1.195 3.023 3.104
10 C 0.556 1.552 2.847
11 C 1.171 0.484 2.035
12 C 0.661 0.161 0.797
13 S 1.436 -1.272 0.077
14 H 1.026 -3.443 -1.978
15 H -0.104 -3.339 -0.517
16 H -0.656 -3.299 -2.167
17 H 1.535 0.092 -2.281
18 H 2.311 -1.459 -2.747
19 H 0.779 -1.076 -3.562
20 H -1.658 -1.326 -0.907
21 H -1.390 -0.885 -2.436
22 H -0.569 1.264 -1.760
23 H -1.864 2.553 0.644
24 H -2.241 3.188 3.039
25 H -0.751 2.987 3.983
26 H 0.863 1.731 3.889
27 H 1.855 -0.180 2.524

Relative energy (zero: lowest compared OMol25 entry of this formula, charge and spin) (kJ/mol): 193.2
Multiplicity: 1
Frontier orbital gap (eV): 8.07
Highest occupied orbital energy (eV): -7.215

---

No. 5
Entry from the OMol25 dataset: a molecular structure, C10H14N2S (ωB97M-V/def2-TZVPD).

Element x y z (Å)
1 C -4.471 -0.346 -0.399
2 C -3.334 -0.443 0.697
3 C -1.990 0.035 0.393
4 C -1.080 -0.909 0.031
5 C 0.164 -0.607 -0.323
6 C 0.540 0.803 -0.330
7 C 1.921 1.323 -0.841
8 C 3.962 -0.547 -0.010
9 C -0.362 1.788 -0.023
10 C -1.636 1.368 0.580
11 H -3.964 -0.829 -1.230
12 H -5.271 -1.107 -0.080
13 H -4.820 0.806 -0.516
14 H -3.340 -1.466 0.977
15 H -3.625 0.147 1.645
16 H -1.561 -1.971 -0.236
17 H 0.815 -1.449 -0.593
18 H 2.599 0.805 -1.676
19 H 1.949 2.397 -0.857
20 H 5.272 -1.693 1.170
21 H 5.506 0.324 1.228
22 H 3.679 -2.482 -0.518
23 H -0.190 2.905 -0.230
24 H -2.389 2.129 0.715
25 N 4.883 -0.578 0.942
26 N 3.353 -1.476 -0.684
27 S 3.390 1.072 0.168

Relative energy (zero: lowest compared OMol25 entry of this formula, charge and spin) (kJ/mol): 435.4
Multiplicity: 1
Frontier orbital gap (eV): 9.04
Highest occupied orbital energy (eV): -8.484

---

No. 6
Entry from the OMol25 dataset: a gas-phase ion, C10H14N3S (charge +1) (ωB97M-V/def2-TZVPD).

Element x y z (Å)
1 C 1.710 1.819 1.077
2 C 2.426 1.758 -0.119
3 C 2.187 -1.703 0.873
4 C 0.924 -1.279 0.981
5 C 0.362 1.862 0.985
6 C 1.558 -1.366 -1.149
7 C 1.588 1.577 -1.189
8 C -2.893 -1.341 -0.325
9 C -0.632 -0.290 -0.716
10 C -1.796 -0.318 0.211
11 N 2.528 -1.798 -0.423
12 N 0.479 -0.997 -0.355
13 N -2.411 0.980 0.228
14 S -0.102 1.615 -0.754
15 H 2.130 1.882 2.172
16 H 3.534 1.882 -0.386
17 H 3.005 -1.695 1.646
18 H 0.430 -0.924 1.868
19 H -0.459 1.681 1.665
20 H 1.493 -1.322 -2.297
21 H -3.127 -1.036 -1.353
22 H -2.583 -2.399 -0.248
23 H -3.673 -1.178 0.368
24 H -1.007 -0.532 -1.777
25 H -1.606 -0.660 1.237
26 H -2.648 1.284 -0.689
27 H 1.877 1.609 -2.255
28 H -3.293 0.887 0.727

Relative energy (zero: lowest compared OMol25 entry of this formula, charge and spin) (kJ/mol): 210.8
Multiplicity: 1
Frontier orbital gap (eV): 7.71
Highest occupied orbital energy (eV): -12.545
Total charge: +1

---

No. 7
Entry from the OMol25 dataset: a single C10H14N4S molecule (ωB97M-V/def2-TZVPD).

Element x y z (Å)
1 C -2.659 2.462 2.466
2 C -2.762 0.899 2.343
3 C -1.714 0.326 1.474
4 N -1.136 0.965 0.483
5 C -0.096 0.224 -0.045
6 C 0.750 0.954 -1.101
7 C 0.955 0.170 -2.325
8 N 2.051 0.254 -3.037
9 N 2.029 -0.698 -4.039
10 C 0.938 -1.415 -3.945
11 N 0.167 -0.808 -3.024
12 C 0.188 -0.902 0.600
13 C 1.374 -1.789 0.349
14 C 2.579 -1.141 0.913
15 S -1.072 -1.255 1.815
16 H -3.175 2.523 3.411
17 H -1.641 2.766 2.610
18 H -3.249 3.097 1.763
19 H -3.787 0.704 2.045
20 H -2.713 0.332 3.289
21 H 0.151 1.746 -1.435
22 H 1.598 1.458 -0.751
23 H 0.593 -2.190 -4.615
24 H -0.621 -1.221 -2.602
25 H 1.089 -2.745 0.776
26 H 1.535 -1.819 -0.698
27 H 2.760 -0.240 0.314
28 H 3.438 -1.813 0.980
29 H 2.432 -0.844 1.988

Relative energy (zero: lowest compared OMol25 entry of this formula, charge and spin) (kJ/mol): 123.0
Multiplicity: 1
Frontier orbital gap (eV): 9.48
Highest occupied orbital energy (eV): -9.005

---

No. 8
Entry from the OMol25 dataset: a gas-phase ion, C10H14NO3 (charge +1) (ωB97M-V/def2-TZVPD).

Element x y z (Å)
1 C -2.954 -1.391 0.127
2 C -2.008 -2.362 0.256
3 C -2.634 -0.057 0.179
4 C -0.679 -1.974 0.395
5 C -1.298 0.337 0.139
6 C -0.250 -0.648 0.261
7 C -1.029 1.844 -0.026
8 C 1.196 -0.417 0.162
9 C 1.572 -0.148 -2.233
10 C 3.257 -0.424 1.285
11 N 0.332 2.100 0.295
12 O -1.974 2.447 0.845
13 O 1.901 -0.138 -0.869
14 O 1.834 -0.719 1.207
15 H -3.932 -1.648 -0.046
16 H -2.260 -3.328 0.459
17 H -3.362 0.686 -0.071
18 H -0.039 -2.799 0.690
19 H -1.291 2.320 -1.068
20 H 2.375 -0.682 -2.706
21 H 1.741 0.750 -2.760
22 H 0.543 -0.513 -2.321
23 H 3.777 -1.252 0.735
24 H 3.599 -0.473 2.328
25 H 3.309 0.683 0.891
26 H 0.501 3.103 0.083
27 H 0.459 1.934 1.383
28 H -2.688 2.770 0.380

Relative energy (zero: lowest compared OMol25 entry of this formula, charge and spin) (kJ/mol): 49.2
Multiplicity: 1
Frontier orbital gap (eV): 9.54
Highest occupied orbital energy (eV): -12.976
Total charge: +1